No. 1
This record from OMol25 describes a cluster of 7 separate species, C19H48F9N4O13S3 in total at a distorted geometry. The level of theory is wB97M-V/def2-TZVPD.

Output
- electronic energy (eV) = -110011.7456
- HOMO (spin up / spin down) (eV) = -3.1513 / -7.5550
- gap between HOMO and LUMO (spin up / spin down) (eV) = 1.31 / 5.71
- 2S+1 = 2
- maximum force (eV/Å) = 4.9

XYZ file:
```
96
Properties=species:S:1:pos:R:3:forces:R:3:lowdin_charge:R:1
S -5.75394 2.68403 0.71478 -1.17 1.05 4.10 0.53
S -0.88128 -1.24670 -0.88018 1.31 -1.56 -0.28 0.53
S 3.64476 1.95466 3.69413 1.20 2.63 1.91 0.45
F 1.39913 0.77771 2.71178 -0.28 0.17 -0.29 0.10
F -4.34949 0.43427 -0.25523 1.12 -0.41 -0.73 0.15
F -5.49744 0.06684 1.53156 0.14 -0.24 -0.43 0.09
F 2.15737 2.37768 1.40969 0.24 -1.34 0.13 0.08
F -6.51848 0.18122 -0.40818 1.27 0.33 0.59 0.07
F -1.90210 1.14542 -1.08595 -3.48 1.72 -0.10 0.20
F -0.24544 1.10529 0.33233 -0.70 -0.39 -2.16 0.07
F 0.04444 1.17408 -1.94425 -0.82 -0.94 2.01 0.06
F 3.19171 0.38664 1.59316 -0.24 -0.15 -1.14 0.11
O 4.99382 2.34312 3.26631 -1.60 0.05 -1.52 -0.36
O -4.80217 3.36655 -0.12284 1.45 0.12 -1.82 -0.38
O -1.89287 -1.62103 -1.88367 0.98 0.91 1.32 -0.34
O -1.23845 -1.53820 0.52325 -0.42 0.24 -0.88 -0.38
O 3.02843 -5.13217 3.05650 -1.48 -1.03 0.03 -0.19
O 0.48204 -1.76951 -1.17488 -1.43 0.91 0.28 -0.38
O -3.30229 -4.11512 2.90981 -1.38 0.00 -4.26 -0.17
O 4.21241 0.54426 -3.50954 2.47 -0.69 1.29 -0.25
O 0.95373 4.69716 -1.00357 0.31 0.10 -0.60 -0.16
O 2.86743 3.05173 4.30079 0.07 -0.95 -1.55 -0.37
O 3.78520 0.84021 4.58174 -1.13 -2.15 0.14 -0.36
O -5.35776 2.87979 2.15101 -0.36 -1.44 -2.32 -0.39
O -7.14206 3.08365 0.49271 1.23 -1.53 -0.53 -0.33
N 1.21484 -3.96286 1.07785 0.65 0.39 2.20 0.27
N -2.35274 4.64165 0.61042 0.12 0.41 -2.03 0.24
N 5.29803 1.40696 -5.97256 -0.85 0.92 0.29 0.12
N -4.47916 -5.25427 0.70496 0.87 -0.03 1.18 0.24
C 2.50673 1.33417 2.22010 1.61 1.56 2.24 -0.62
C 4.31109 -4.59355 2.87844 0.38 0.89 -0.62 -0.09
C 0.01666 4.69440 0.03191 0.48 0.48 0.00 -0.21
C -3.92142 -3.84203 0.63758 1.93 -0.47 -0.62 -0.34
C 4.05045 2.02070 -5.39482 0.10 1.53 0.49 -0.39
C -0.76576 0.67956 -0.89409 4.59 -1.64 0.11 -0.60
C 3.70888 -0.52120 -2.66570 1.33 1.02 -0.89 -0.05
C 3.38639 1.08588 -4.45666 -1.44 -2.18 0.20 -0.28
C 0.65682 -2.17090 2.98236 0.75 -1.20 -0.74 -0.01
C -4.53825 -3.14826 -0.50083 -1.77 0.97 0.00 -0.03
C -3.22829 -3.71588 4.17916 0.14 0.53 3.77 -0.16
C -5.46726 0.68273 0.33288 -3.10 2.31 1.11 -0.59
C -1.84379 5.63468 -1.57290 1.72 -0.59 -0.28 -0.01
C 2.00834 -4.20117 3.42587 1.59 -0.61 0.72 -0.20
C -1.39403 4.50980 -0.55557 0.68 0.70 -0.60 -0.24
C 1.70458 -3.17589 2.39517 -1.40 1.10 -0.66 -0.24
C 2.29034 4.92700 -0.58747 1.18 -0.34 0.20 -0.09
C -3.98080 -3.19284 2.00709 -0.15 -0.85 -0.78 -0.12
C 3.09367 2.62105 -6.42623 -0.23 -0.62 -0.78 -0.08
H 2.62040 4.35678 0.28087 -0.78 0.25 0.67 0.08
H -5.59168 -3.06233 -0.23433 -0.35 0.77 -0.02 0.10
H 3.66616 -1.44010 -3.25043 -0.80 -0.04 -0.09 0.09
H -3.55488 -2.19358 1.91670 0.51 -0.08 0.28 0.14
H 5.75793 1.92245 -6.70935 -0.12 1.28 -1.71 0.01
H 1.58203 -4.90278 1.12042 0.72 -0.39 0.12 0.14
H -1.46376 3.54930 -1.06616 -0.29 -0.05 0.45 0.13
H 0.43027 -1.40129 2.24447 -0.13 -0.01 0.42 0.06
H 1.08208 -4.71803 3.67688 0.10 -0.51 -0.17 0.14
H 3.56804 3.40710 -7.01377 -0.11 0.30 0.43 0.07
H -5.29395 -5.34777 1.29443 -0.73 0.26 -0.03 0.17
H -5.04981 -3.04160 2.15693 -0.25 -0.15 1.13 0.14
H 0.37720 3.99075 0.78224 -0.78 -0.82 0.07 0.12
H -2.86502 -3.97354 0.40340 0.18 -0.28 0.06 0.15
H 6.10114 1.49359 -5.36626 0.85 -0.69 1.65 0.03
H -3.23959 4.26078 0.31289 -1.40 -1.56 0.18 0.08
H -2.59013 5.61863 0.51417 0.20 0.67 1.34 0.14
H 2.34556 -3.76435 4.36585 -0.22 0.64 -0.05 0.15
H 2.70554 1.95490 -7.19676 0.60 -0.73 0.02 0.07
H 3.04957 4.52906 -1.26075 -0.68 -0.01 -1.00 0.09
H -4.17381 -3.45353 4.65378 -0.42 0.49 -0.39 0.10
H 0.21386 -4.09546 1.10123 -0.47 0.83 -0.55 0.14
H 4.24999 -3.51398 3.01588 0.42 0.13 -0.17 0.09
H 2.55352 5.97923 -0.47947 -0.44 0.17 0.25 0.09
H 4.39801 2.82530 -4.74681 0.35 0.30 -0.37 0.13
H 5.10962 -4.95629 3.52563 -0.51 -0.39 0.46 0.09
H 4.54382 -0.68876 -1.98533 -0.28 0.16 0.34 0.09
H -2.95373 -4.56886 4.79976 0.58 -0.09 -0.14 0.10
H -2.06206 4.30758 1.51816 0.05 0.00 0.28 0.18
H -1.03752 5.90221 -2.25588 0.64 -0.50 0.20 0.08
H 2.59815 1.47241 -3.81061 -0.90 0.86 -1.12 0.14
H 1.15286 -1.80680 3.88207 -0.04 0.53 -0.19 0.10
H 4.61673 -4.84082 1.86180 0.17 0.29 -0.11 0.09
H -3.76631 -5.74421 1.22642 0.30 -0.63 0.21 0.15
H -2.57996 5.32318 -2.31392 -0.70 0.05 0.81 0.09
H -4.61565 -5.70783 -0.18709 -0.11 0.09 -0.41 0.17
H -4.61803 -3.67060 -1.45419 0.88 -0.22 0.04 0.10
H 2.51234 -2.54515 2.02397 0.31 -0.45 0.14 0.15
H 1.60393 -3.49646 0.27090 -0.73 0.48 -0.74 0.14
H 2.12959 2.89976 -6.00083 0.35 0.67 0.61 0.08
H -1.96864 6.61035 -1.10325 -0.79 -0.10 0.29 0.09
H 2.81009 -0.19847 -2.14024 -0.18 -0.39 -0.11 0.08
H 0.02392 5.61928 0.60867 0.01 0.78 -0.13 0.13
H -0.23508 -2.69499 3.32582 -0.21 -0.02 -0.24 0.07
H 3.06208 0.26325 -5.09401 -0.96 -0.27 -0.10 0.13
H 5.23430 0.48344 -6.37647 -0.27 -1.43 -0.11 0.03
H -2.51861 -2.90236 4.32962 0.06 0.14 0.07 0.10
H -4.07250 -2.17067 -0.62531 -0.14 -0.05 -0.24 0.08
```
Forces are in eV/Å.

---

No. 2
This record from OMol25 describes a structure of composition C36H35ClI2IrN5O2S2 at a distorted geometry. The level of theory is wB97M-V/def2-TZVPD.

Output
- electronic energy (eV) = -102677.3396
- HOMO (eV) = -7.3040
- gap between HOMO and LUMO (eV) = 5.73
- maximum force (eV/Å) = 4.4

XYZ file:
```
84
Properties=species:S:1:pos:R:3:forces:R:3:lowdin_charge:R:1
Ir 0.45693 0.30642 0.91861 -0.56 0.56 0.43 1.25
I 5.48153 0.33782 0.27801 0.01 0.01 0.34 0.89
I 5.45343 0.66862 6.32021 -0.22 -0.02 -0.42 0.87
Cl -1.00587 -4.84518 -3.97239 -0.01 -0.16 -0.08 0.65
S -0.07737 7.93492 1.30481 0.86 -0.93 -0.74 0.67
S -5.48167 0.97892 -4.61879 -0.12 0.08 0.35 1.00
O -2.89327 0.57852 -4.47199 0.36 -0.04 -0.32 0.04
O 2.46203 0.21392 0.89531 0.69 -0.08 -0.85 -0.31
N 1.71803 7.49792 -0.55909 -0.55 -0.97 0.13 0.08
N 0.65583 2.70142 0.75761 -0.09 -1.41 -0.24 0.03
N 0.97153 0.43952 3.11091 -0.77 0.15 0.10 -0.01
N 0.19643 -2.19448 1.57211 0.01 1.35 -0.79 0.03
N 1.17083 -2.99088 0.91401 0.34 0.13 -0.24 -0.06
C 0.86183 6.90802 0.33371 -0.64 4.37 0.53 -0.77
C 0.77503 -3.14788 -2.83799 -0.26 -0.19 -0.18 -0.13
C -5.04797 0.98272 -2.88969 -0.40 0.01 -0.59 -0.55
C 0.53023 0.26212 -1.24499 -0.13 0.54 1.61 -0.22
C -0.20167 3.51502 1.39451 0.04 -1.08 0.05 -0.09
C 5.10753 0.49522 3.31961 -0.12 0.03 0.73 -0.22
C 1.67643 4.62022 -0.22779 -0.66 1.42 0.56 0.02
C 0.77463 0.67712 5.47131 0.79 -0.05 0.43 -0.04
C -2.61567 0.71322 0.39781 1.08 -0.30 1.24 -0.15
C -1.52757 -2.43668 -2.86189 0.02 -0.28 -0.09 -0.10
C 1.56823 3.26912 -0.04189 -0.03 -1.06 0.07 -0.09
C 2.97043 0.54002 4.49171 0.12 -0.06 -0.17 -0.21
C -1.17597 -1.26158 -2.23609 0.45 0.11 0.18 -0.03
C 4.38183 0.54222 4.49241 0.57 0.12 0.43 -0.64
C 1.11203 -1.98028 -2.17909 -0.20 0.41 0.02 -0.07
C 1.32893 -4.87068 2.44241 -0.02 0.09 -0.34 -0.05
C 1.00483 -4.44918 1.00501 -0.17 -0.22 0.17 -0.62
C 0.15233 -1.00528 -1.86809 -0.17 -0.73 -0.43 -0.30
C 2.02373 -5.03658 0.02511 -0.14 0.17 0.16 -0.03
C -3.91837 2.10302 -1.10999 -0.10 -0.20 0.08 -0.02
C 0.79913 5.50172 0.45601 -0.05 -3.72 0.08 -0.23
C -1.49217 0.46842 0.82201 -0.98 0.39 -0.67 -0.25
C 2.31653 0.43462 3.23851 0.46 0.00 0.06 -0.15
C 3.05723 0.33572 2.01431 1.05 0.01 0.47 -0.46
C -4.95297 -0.23428 -2.23039 -0.02 0.16 0.01 -0.10
C 2.14463 0.65172 5.62731 -0.63 0.07 -0.13 -0.03
C -3.76467 0.56042 -6.71429 0.28 -0.10 -0.22 -0.07
C -4.28087 -0.29398 -1.03099 -0.08 0.21 0.12 -0.05
C -0.40987 -4.90488 0.61751 0.29 0.17 0.08 -0.03
C -0.55317 -3.37888 -3.16259 0.13 0.22 0.13 -0.69
C -0.16927 4.87482 1.27951 0.67 1.09 -0.64 -0.02
C -3.81897 0.68342 -5.22569 -0.34 0.06 0.39 -0.74
C 0.22463 0.56872 4.19671 -0.03 -0.12 -0.75 -0.12
C 4.45503 0.39522 2.10611 -0.60 -0.05 -0.78 -0.63
C -3.68067 0.86022 -0.50959 -0.19 0.02 -0.46 -0.28
C -4.60277 2.15922 -2.30469 -0.05 -0.09 -0.07 -0.10
H 1.64423 -4.98878 -0.99299 0.01 0.05 -0.10 0.06
H -0.84637 0.58182 4.04941 -0.08 -0.01 -0.10 0.11
H 1.37373 -5.95248 2.51581 -0.07 -0.18 0.06 0.08
H 2.28923 -4.46218 2.74601 0.13 0.04 0.01 0.09
H -0.46477 -5.98928 0.59861 -0.05 -0.15 0.03 0.09
H -4.71817 0.80132 -7.17139 -0.08 0.02 -0.09 0.06
H 2.94933 -4.46888 0.08471 0.16 0.00 0.00 0.09
H -2.98057 1.20102 -7.11309 0.01 0.10 0.04 0.09
H -0.76487 -2.47238 1.34591 0.19 0.21 -0.01 0.09
H -0.94527 3.02732 2.00801 -0.04 -0.08 -0.01 0.11
H 0.56533 -4.51588 3.13141 -0.10 0.00 0.16 0.07
H 0.12933 0.77092 6.33111 -0.08 0.02 0.02 0.11
H 1.53523 -3.85748 -3.13059 0.02 -0.09 0.05 0.10
H 1.60933 8.49392 -0.66999 -0.02 -0.03 0.11 0.09
H -2.55067 -2.62358 -3.14639 -0.15 0.00 -0.04 0.10
H 6.18493 0.54212 3.34671 0.09 -0.03 0.02 0.08
H -1.14527 -4.54368 1.33611 -0.14 -0.07 0.02 0.07
H -3.47827 2.99672 -0.68949 0.03 -0.02 0.05 0.11
H -3.48877 -0.46428 -6.95949 -0.05 -0.09 -0.02 0.09
H -0.11147 1.07022 -1.60139 0.02 0.01 0.01 0.07
H 1.57583 0.49102 -1.45269 0.09 0.07 -0.01 0.05
H -5.32877 -1.13328 -2.69479 -0.06 -0.07 -0.07 0.11
H 2.23883 2.59612 -0.55689 0.02 -0.15 0.05 0.11
H 2.59113 0.73922 6.60631 0.02 -0.02 0.06 0.06
H 1.94713 6.99082 -1.39919 0.21 -0.02 -0.01 0.10
H 2.23443 -6.07698 0.25441 -0.02 -0.13 0.06 0.08
H -4.11577 -1.23848 -0.53469 0.03 -0.07 0.03 0.12
H -1.92087 -0.50618 -2.05269 -0.14 0.09 0.02 0.09
H 0.32633 -2.30128 2.57731 0.03 0.31 -0.22 0.09
H -0.88767 5.48412 1.80391 -0.01 0.02 0.06 0.08
H -0.66507 -4.53218 -0.37439 -0.06 0.03 -0.10 0.08
H 2.14653 -1.79608 -1.92799 0.19 0.08 0.01 0.12
H 1.18593 -2.71128 -0.06519 -0.11 0.07 0.24 0.07
H -4.72027 3.09782 -2.82639 0.01 0.05 -0.07 0.11
H 2.44513 5.00052 -0.88089 0.14 -0.05 -0.03 0.11
```
Forces are in eV/Å.

---

No. 3
This record from OMol25 describes a cluster of 4 separate species, C3H13NO5 in total at a distorted geometry. The level of theory is wB97M-V/def2-TZVPD.

Output
- electronic energy (eV) = -15048.3445
- relative energy (zero: lowest compared OMol25 entry of this formula, charge and spin) (eV) = 2.127
- structure (SMILES) = O=CCNCO.O.O.O
- HOMO (eV) = -9.6884
- gap between HOMO and LUMO (eV) = 9.79
- maximum force (eV/Å) = 2.8

XYZ file:
```
22
Properties=species:S:1:pos:R:3:forces:R:3:nbo_charge:R:1
O -3.87802 -0.41110 -0.10425 0.54 0.22 -0.06 -0.95
O 2.72990 -0.04480 -2.64166 -0.52 -0.46 0.19 -0.51
O -0.12585 0.49048 1.94081 -0.47 0.52 -0.41 -0.79
O -1.17953 -0.87103 -1.81316 0.03 0.83 -0.06 -0.99
O -1.47509 -1.47954 0.84047 0.88 0.79 0.28 -1.00
N 1.77615 1.04975 0.63052 -1.28 1.13 -0.43 -0.64
C 0.47669 1.53480 1.06433 0.99 -1.84 1.81 0.08
C 2.26590 0.57353 -1.72275 0.89 1.10 -0.18 0.45
C 1.80416 0.03471 -0.39561 0.31 -1.67 0.18 -0.37
H 2.30017 0.86132 1.47050 0.37 -0.19 -0.28 0.37
H 0.87985 -0.56312 -0.48422 0.10 0.46 -0.17 0.24
H 2.36349 1.68056 -1.71718 -0.40 0.06 -0.10 0.10
H 2.57105 -0.73777 -0.19062 -0.24 0.35 0.27 0.23
H 0.67380 2.38703 1.73033 -0.52 0.13 -0.69 0.18
H -1.20485 -1.63520 -2.39036 -0.15 -0.23 0.29 0.48
H -0.92587 -0.67491 1.08531 -0.61 -0.78 0.25 0.50
H -1.49888 -1.08508 -0.91637 0.26 -0.75 -0.49 0.49
H 0.34079 0.34690 2.76982 0.18 0.28 -0.11 0.48
H -3.61689 -0.43227 -1.03450 -0.15 0.05 0.09 0.47
H -0.33053 1.61700 0.32641 0.83 0.53 -0.19 0.21
H -0.92621 -2.18665 1.19270 -0.22 -0.29 -0.11 0.49
H -3.02020 -0.45461 0.35948 -0.82 -0.23 -0.08 0.48
```
Forces are in eV/Å.

---

No. 4
This record from OMol25 describes a cluster of 3 separate species, C4H14N2O2 in total at a distorted geometry. The level of theory is wB97M-V/def2-TZVPD.

Output
- electronic energy (eV) = -11442.9270
- relative energy (zero: lowest compared OMol25 entry of this formula, charge and spin) (eV) = 7.763
- HOMO (eV) = -8.8753
- gap between HOMO and LUMO (eV) = 5.27
- maximum force (eV/Å) = 4.0

XYZ file:
```
22
Properties=species:S:1:pos:R:3:forces:R:3:nbo_charge:R:1
O -2.43801 -0.03629 -0.04314 1.68 1.63 -2.16 -0.50
O -1.02770 -0.83138 -2.26478 -0.91 1.44 0.98 -0.94
N -0.60666 -0.19713 1.57092 -1.06 1.19 -1.76 -0.64
N 1.44827 0.41103 -1.54890 -0.41 -0.48 -0.33 -0.86
C 1.05390 0.80136 -0.18922 -0.01 -0.97 0.34 -0.25
C 0.46828 -0.45121 0.58107 -0.94 1.09 -0.03 -0.07
C -1.81202 0.57167 0.95747 2.51 0.83 3.00 0.07
C 1.51992 -1.21053 1.32767 0.24 -0.75 -0.97 -0.61
H -2.40556 0.61848 1.87770 -0.85 0.14 -0.25 0.18
H 1.00811 -2.12543 1.59930 0.31 -0.36 0.42 0.23
H 0.32412 1.63099 -0.16689 -0.27 0.33 0.13 0.15
H -1.83071 -1.00997 -2.77704 0.14 0.11 -0.03 0.49
H 0.67397 -0.09509 -1.97753 0.47 -0.39 0.24 0.38
H -0.96666 1.03822 -1.34147 -1.19 -1.06 0.68 0.32
H 1.58873 1.13413 -2.24696 0.41 0.56 0.70 0.36
H 2.31554 -1.45844 0.61191 0.17 0.05 0.49 0.22
H -0.00678 -1.08348 -0.18208 0.34 -0.09 0.30 0.21
H 1.88886 -0.70937 2.22698 0.01 0.08 -0.25 0.20
H -1.38384 -0.18826 -1.50237 0.10 -2.32 -1.24 0.41
H -1.43170 1.65156 0.77715 -1.01 -1.34 0.12 0.11
H 1.92524 1.07867 0.42036 -0.14 0.58 -0.41 0.21
H -0.30532 0.46046 2.28984 0.39 -0.28 0.03 0.34
```
Forces are in eV/Å.